This record from the OMol25 dataset describes 2 unconnected molecules or ions with the total composition C3H7O3 in a non-equilibrium geometry. The level of theory is wB97M-V/def2-TZVPD.

Its spin multiplicity is 2. As for the expectation value of S²: 0.7544. The value obtained for the LUMO energy (alpha / beta) is 0.67 / -3.52 eV. The calculation puts the orbital gap (alpha / beta) at 10.92 / 6.72 eV. The value obtained for the energy above the lowest of the compared OMol25 structures with the same formula, charge and spin is 37.7 kcal/mol.

Last column: Löwdin charge in e.
Positions of all 13 atoms, in Å:
C (-2.71741, 0.00779, -0.39080)  -0.1203
O (-3.62818, -1.14445, -0.33593)  -0.1657
H (-3.09922, -1.87692, -0.01843)  0.0544
H (-3.08105, 0.55053, 0.52541)  0.0968
H (-2.81694, 0.25542, -1.45372)  0.0829
H (-1.68889, -0.29452, -0.15325)  0.0570
C (2.88792, 0.21942, -0.52030)  0.0284
C (1.63173, 0.30999, 0.35881)  -0.6309
O (0.92377, 1.24482, -0.13698)  0.2482
O (1.45736, -0.42835, 1.30839)  0.0925
H (3.54382, -0.64515, -0.38784)  0.1043
H (3.43671, 1.09175, -0.41327)  0.0587
H (2.53426, 0.13244, -1.55673)  0.0936